{
  "formula": "C23H27N3O5S",
  "method": "ωB97M-V/def2-TZVPD",
  "multiplicity": 1,
  "charge": 0,
  "mol_weight_g_mol": 457.6,
  "de_lowest_kcal_mol": 508.7,
  "e_lumo_ev": -0.14,
  "e_tot_ev": -49813.210,
  "symbols": ["S", "O", "O", "O", "O", "O", "N", "N", "N", "C", "C", "C", "C", "C", "C", "C", "C", "C", "C", "C", "C", "C", "C", "C", "C", "C", "C", "C", "C", "C", "C", "C", "H", "H", "H", "H", "H", "H", "H", "H", "H", "H", "H", "H", "H", "H", "H", "H", "H", "H", "H", "H", "H", "H", "H", "H", "H", "H", "H"],
  "xyz": [[-4.902076, -0.940374, 0.396117], [-5.324233, -0.366002, 1.553517], [-5.443420, -2.146519, 0.266706], [6.110752, -2.097717, 1.232679], [1.553275, 0.978957, 0.550537], [-8.611410, 2.081979, -0.727230], [5.478380, -0.094348, 0.034502], [0.944172, -1.186320, -0.269581], [-5.484732, -0.150249, -0.867558], [6.664979, 0.409531, 0.287980], [-2.621008, -2.051130, -0.192242], [3.704736, -1.400765, 0.620863], [8.013153, -0.084438, -0.480496], [3.280034, -0.736998, -0.512739], [4.324192, 0.657021, -0.384045], [-2.600734, 0.220297, 0.754439], [-8.857469, 2.092955, 0.816010], [7.808288, -1.420781, -1.035359], [1.842037, -0.090508, -0.180429], [9.238572, 1.839028, 0.057399], [-8.301818, -0.332080, 0.031829], [-6.233762, 1.164672, -0.902126], [6.810417, 1.722978, 0.719982], [8.100345, 2.300085, 0.497646], [-1.116395, 0.254817, 0.485520], [-8.498686, 0.935447, 1.270907], [5.209248, -1.296733, 0.625264], [-7.722229, 0.805988, -0.984553], [9.226987, 0.702066, -0.499613], [-0.508293, -1.025984, -0.035666], [-3.258355, -0.992194, 0.138063], [-1.116830, -1.985696, -0.545264], [-0.593720, 1.051613, 0.889274], [-7.995241, 0.279834, -2.001381], [10.251081, 2.314340, 0.187060], [-5.979140, 1.768411, -1.728972], [-3.001071, 1.137759, 0.787334], [1.371771, -2.044397, -0.670271], [8.218787, 3.379981, 1.181309], [-9.502496, 0.466029, 2.096736], [3.215475, -1.356298, 1.487731], [-7.667109, -1.034377, 0.324279], [7.605817, -2.186768, -0.300187], [-7.616826, 0.812540, 1.676128], [-6.155304, 1.522573, 0.068393], [4.502669, 1.130211, -1.273818], [-8.222427, 2.826336, 1.163185], [9.974500, 0.243023, -0.715604], [8.659069, -1.521082, -1.715930], [3.615577, -2.588740, 0.249730], [6.839439, -1.548161, -1.807613], [-9.242546, -0.721584, -0.291738], [-0.642810, -3.067422, -0.854727], [3.281503, -0.882317, -1.375228], [3.820138, 1.365258, 0.507306], [-3.035187, -3.018442, -0.585913], [-9.942142, 2.355387, 0.597060], [-5.657319, -0.784520, -1.639714], [6.189374, 2.333801, 1.022509]],
  "atomic_forces_ev_per_a": [[0.0034, 3.8298, -3.0010], [-0.3746, 4.8667, 5.5613], [-2.8538, -10.8407, -1.9692], [-5.0654, 4.2994, -3.2947], [1.8282, -4.7547, -4.3487], [2.8651, -3.0822, -0.2431], [-1.9068, -3.1491, 0.8900], [0.7914, 3.5114, 0.3290], [-0.2093, 2.4803, -1.8445], [8.0187, 3.8190, -2.8430], [4.9537, -4.8477, -4.5895], [3.7084, -9.0847, -3.0508], [-3.5614, 1.6888, 2.5613], [-2.3896, 12.8055, 11.0351], [-3.1928, -1.9418, 4.2100], [7.1061, -4.7938, -4.8125], [-4.3963, 6.6640, -7.7908], [-1.0512, -0.3175, -3.3940], [-1.5284, 0.4258, 4.4583], [3.8524, 5.0328, 1.7082], [-1.8829, 8.3776, -0.0861], [-1.4176, -3.9049, 0.2709], [8.3010, -5.7845, -4.3719], [-3.4041, 6.4211, 6.0250], [-5.2355, -3.9396, 0.8087], [-5.3802, -13.0435, 2.9698], [3.7014, -2.8274, 3.7899], [-3.4138, -1.1498, -1.1213], [-11.1191, -4.4611, 0.0366], [5.9640, 6.7072, 1.6347], [0.4593, 5.7558, 4.1735], [-7.3985, -8.7579, -0.4877], [1.2807, 1.1553, 0.1908], [0.4719, 1.9142, 1.3063], [-1.4752, 0.1202, -0.0939], [0.6904, 0.8717, -0.4936], [-2.0550, 2.9787, 1.0029], [-1.2245, 0.9162, 0.3481], [-0.4898, -2.8327, -2.2939], [3.4436, 1.2507, -2.1534], [-1.7309, 0.7251, 3.4362], [2.7659, -2.8258, 1.4194], [0.5685, -0.2184, 0.1067], [4.2466, -0.1776, 2.8187], [0.8844, 1.5290, 1.5427], [0.2672, 1.3628, -2.1323], [0.6912, 2.3669, 0.8822], [8.9329, -5.2970, -3.3152], [0.0245, -1.1113, 0.1885], [-0.0209, 2.2529, 1.6410], [2.1634, 0.8009, 1.9603], [-0.4982, -0.0075, -0.3529], [-1.0770, 3.2169, 0.5301], [0.5718, -4.0365, -13.2412], [1.5305, -1.7186, -2.5626], [-0.3282, 1.2996, 0.8912], [1.2054, -0.1150, 1.7967], [-0.0033, 0.2227, 0.1211], [-6.6076, 5.3523, 3.2428]],
  "lowdin_charge": [0.404, -0.194, -0.215, -0.031, -0.040, -0.162, -0.060, 0.105, -0.108, -0.138, -0.032, -0.088, -0.070, -0.153, 0.030, 0.066, -0.245, -0.089, -0.241, -0.180, 0.019, -0.112, 0.015, -0.101, 0.105, -0.172, -0.279, -0.241, -0.065, -0.236, -0.353, -0.034, 0.057, 0.159, 0.148, 0.109, 0.059, 0.147, 0.170, 0.215, 0.105, 0.012, 0.053, 0.020, 0.090, 0.096, 0.101, 0.024, 0.073, 0.205, 0.143, 0.087, 0.179, 0.024, 0.186, 0.138, 0.155, 0.125, 0.016]
}

{
  "formula": "C23H27N3O5S",
  "method": "ωB97M-V/def2-TZVPD",
  "multiplicity": 1,
  "charge": 0,
  "mol_weight_g_mol": 457.6,
  "smiles": "CCOc1ccc(N2C[C@H](C(=O)Nc3ccc(S(=O)(=O)N4CCCC4)cc3)CC2=O)cc1",
  "de_lowest_kcal_mol": 53.8,
  "e_lumo_ev": 0.33,
  "e_tot_ev": -49832.933,
  "symbols": ["S", "O", "O", "O", "O", "O", "N", "N", "N", "C", "C", "C", "C", "C", "C", "C", "C", "C", "C", "C", "C", "C", "C", "C", "C", "C", "C", "C", "C", "C", "C", "C", "H", "H", "H", "H", "H", "H", "H", "H", "H", "H", "H", "H", "H", "H", "H", "H", "H", "H", "H", "H", "H", "H", "H", "H", "H", "H", "H"],
  "xyz": [[-6.834836, -0.655175, 0.710203], [8.981922, -0.493705, -0.106498], [3.598357, 2.966269, -0.604340], [-7.452822, -0.327865, 1.961731], [-7.021568, -1.981674, 0.187977], [0.044147, -1.138460, 0.102890], [3.583714, 0.812426, 0.213424], [-1.037632, 0.602138, 1.108449], [-7.267474, 0.544190, -0.395944], [7.645867, -0.256161, -0.034814], [3.032226, 1.996096, -0.159064], [-9.424321, 0.311593, -1.454247], [9.439056, -1.829965, -0.165941], [-4.156756, -1.230982, 0.344388], [10.956751, -1.794945, -0.253814], [1.523751, 1.897241, 0.064605], [4.942739, 0.465060, 0.119194], [0.065395, -0.077236, 0.679265], [-5.081716, -0.322447, 0.819200], [7.262569, 1.086198, 0.001382], [-2.384663, 0.254082, 0.988184], [-2.804451, -0.949199, 0.424293], [-4.678329, 0.874375, 1.381168], [6.657322, -1.231945, 0.005140], [-3.331691, 1.163183, 1.467546], [5.322201, -0.871564, 0.079812], [2.601108, -0.150808, 0.672684], [-8.649162, 0.995139, -0.307978], [1.353916, 0.682748, 0.981273], [5.936238, 1.444111, 0.080349], [-7.051860, 0.129756, -1.769263], [-8.369145, -0.528423, -2.185185], [-6.842858, 1.021039, -2.368970], [8.033569, 1.839201, -0.030900], [4.581236, -1.654819, 0.095951], [-10.233546, -0.307909, -1.073983], [-8.508919, -0.535503, -3.264170], [-9.850189, 1.062702, -2.119515], [5.662398, 2.485006, 0.099768], [11.263417, -1.249398, -1.141868], [6.906928, -2.280810, -0.024380], [2.360043, -0.881024, -0.110168], [-5.427986, 1.555211, 1.749646], [-4.508559, -2.159584, -0.076717], [9.123981, -2.377507, 0.733730], [11.366723, -1.293595, 0.618517], [-3.004943, 2.094345, 1.908430], [11.348468, -2.806948, -0.302241], [1.054662, 1.729893, -0.908245], [-2.074547, -1.650862, 0.057510], [9.019723, -2.333568, -1.048311], [-6.199634, -0.546281, -1.813773], [1.355106, 0.996715, 2.029310], [-8.375586, -1.552727, -1.814131], [-8.659290, 2.083616, -0.416779], [-0.876637, 1.493074, 1.558826], [-9.025825, 0.739220, 0.681426], [1.139394, 2.830012, 0.473911], [2.971993, -0.683522, 1.551054]],
  "atomic_forces_ev_per_a": [[0.4476, 0.4066, -0.0482], [0.0293, 0.1900, -0.0012], [0.1265, 0.1979, -0.1418], [-0.0108, 0.2514, 0.0221], [0.1836, 0.0375, -0.1634], [-0.0788, -0.2466, -0.1465], [-0.0776, -0.1596, 0.2583], [-0.1314, 0.3474, 0.2041], [0.4170, -0.5937, 0.8884], [-0.2345, 0.0994, 0.0025], [-0.4960, 0.2949, 0.0321], [0.0217, 0.0166, -0.0440], [0.1999, -0.3160, -0.0171], [-0.2039, 0.0142, 0.0485], [-0.4424, 0.1135, 0.0294], [0.1170, 0.0859, 0.0447], [0.3467, -0.1515, -0.0907], [0.4226, 0.3439, 0.2981], [-0.5580, -0.2652, -0.1434], [0.1172, -0.2751, 0.0034], [-0.3428, -0.2458, -0.1244], [0.1709, -0.0424, -0.0155], [0.1363, 0.0886, 0.0825], [0.4068, -0.0821, -0.0092], [-0.0869, -0.0940, -0.0299], [-0.2072, 0.2648, 0.0004], [-0.2535, -0.3325, 0.0022], [-0.5723, 0.2311, 0.3318], [0.0966, -0.1947, -0.2581], [0.0310, 0.0792, 0.0023], [0.1471, -0.2431, -0.5622], [0.0692, 0.0061, -0.0519], [0.0483, -0.0611, 0.0245], [0.0876, 0.1074, 0.0000], [-0.1007, -0.0642, 0.0112], [-0.0608, 0.0270, -0.0235], [-0.0023, -0.0460, -0.0354], [-0.0581, -0.0151, 0.0258], [-0.0125, 0.0394, 0.0028], [0.0681, 0.0220, -0.0884], [0.0558, -0.0737, -0.0013], [0.0723, 0.0362, 0.1770], [-0.0166, 0.1867, 0.0696], [0.0285, -0.1260, -0.0735], [-0.0365, 0.0568, -0.1247], [0.0779, 0.0178, 0.0804], [0.0154, 0.1045, 0.0515], [0.0618, -0.0958, -0.0054], [-0.0037, 0.0237, -0.0133], [-0.0186, -0.0058, -0.0027], [-0.0224, 0.0501, 0.1277], [0.0629, 0.0681, -0.2171], [0.0146, -0.0131, -0.0639], [-0.0121, 0.0143, -0.0875], [-0.0250, -0.1053, 0.0535], [0.0931, -0.1799, -0.0811], [-0.1353, 0.1879, -0.0722], [0.0473, 0.0138, -0.0623], [-0.0197, 0.0037, -0.0754]],
  "lowdin_charge": [0.683, -0.052, 0.080, -0.284, -0.284, 0.094, 0.014, 0.139, -0.234, -0.273, -0.431, -0.150, -0.268, -0.040, -0.066, -0.026, -0.187, -0.426, -0.279, 0.010, -0.204, 0.012, -0.050, -0.016, -0.007, -0.016, -0.093, -0.186, -0.191, 0.004, -0.201, -0.166, 0.128, 0.120, 0.106, 0.107, 0.109, 0.104, 0.106, 0.078, 0.103, 0.132, 0.119, 0.117, 0.125, 0.077, 0.114, 0.075, 0.142, 0.103, 0.125, 0.113, 0.155, 0.099, 0.120, 0.145, 0.105, 0.126, 0.140]
}